Entry 1:
Computed, not measured: an isolated molecule of C2H5N3S2 at a distorted geometry, with ωB97M-V/def2-TZVPD.

```
12
Properties=species:S:1:pos:R:3:forces:R:3:nbo_charge:R:1
N 2.79294 -1.50235 0.06439 0.5 -1.1 -0.2 -0.63
N 1.92303 -0.47292 -0.03915 1.1 1.2 0.1 -0.24
C 0.69482 -0.63528 0.07309 -1.4 -1.2 -0.2 0.16
N -0.21347 0.45733 0.00294 0.7 0.2 -0.3 -0.57
S 0.40365 2.01113 -0.07589 0.4 1.0 -0.7 0.24
C -1.54060 0.31248 -0.05620 -2.2 -0.5 0.6 -0.08
S -2.34683 -1.11315 0.00466 -0.1 0.0 -0.2 -0.13
H 3.76659 -1.25186 -0.13040 -0.9 0.1 -0.1 0.38
H 2.52389 -2.38479 -0.38967 0.1 0.6 0.3 0.35
H 0.15971 -1.58640 0.17361 0.3 0.2 0.0 0.20
H 0.39553 2.18649 1.22239 0.2 0.4 0.9 0.10
H -2.19763 1.23129 -0.03491 1.4 -0.7 -0.2 0.23
```
Forces are in eV/Å.

For the energy above the lowest of the compared OMol25 structures with the same formula, charge and spin, the calculation gives 68.49 kcal per mole. As for the SMILES: N/N=C/N(S)C=S. The LUMO energy comes out at 0.0096 Eh. As for the orbital gap: 0.3222 Ha. The calculation puts the HOMO energy at -8.5 eV. Its net charge is 0.

=====

Entry 2:
Computed, not measured: an isolated molecule of C2H5N3S2 at a distorted geometry, with ωB97M-V/def2-TZVPD.

```
12
Properties=species:S:1:pos:R:3:forces:R:3:nbo_charge:R:1
C -0.77431 0.70056 0.08691 1.3 -0.2 -0.1 0.11
C 0.68704 1.09423 0.08323 0.3 2.5 0.1 -0.68
N -1.66310 1.54281 -0.12908 -1.6 -0.2 0.4 -0.57
N 2.57564 -0.70489 0.42190 -1.2 3.5 1.1 -0.85
N -1.83528 -1.63235 -0.60074 -1.2 -2.5 -1.0 -0.88
S -0.74448 -1.10002 0.39380 -1.6 0.0 2.1 0.60
S 1.49154 -0.34950 -0.68210 2.2 1.7 -0.6 0.65
H 0.86842 2.07119 -0.49887 -0.5 -1.7 0.3 0.27
H 0.96090 1.49435 1.13808 0.1 -1.7 -1.5 0.29
H -2.62863 1.18578 0.01977 0.7 0.0 -0.4 0.36
H 2.90919 -1.58402 0.34403 1.5 -3.8 -0.7 0.34
H -1.84692 -2.71812 -0.57695 0.1 2.3 0.2 0.36
```
Forces are in eV/Å.

The multiplicity is 3. For the energy above the lowest of the compared OMol25 structures with the same formula, charge and spin, the calculation gives 28.86 kcal per mole. The LUMO energy (spin up / spin down) comes out at 0.0129 / -0.0487 Eh. As for the orbital gap (spin up / spin down): 0.2691 / 0.3001 Ha. The calculation puts the HOMO energy (spin up / spin down) at -7.0 / -9.5 eV. Its net charge is 0.

=====

Entry 3:
Computed, not measured: a structure of composition C2H5N4 at a distorted geometry, with ωB97M-V/def2-TZVPD.

```
11
Properties=species:S:1:pos:R:3:forces:R:3:nbo_charge:R:1
C -0.33791 0.41881 -1.53499 -1.3 -0.1 5.1 0.29
C 1.22177 -0.90287 0.35925 -2.9 0.2 2.8 0.01
N -1.25716 0.83810 -0.55623 0.9 -0.7 -0.6 -0.36
N -0.27860 0.59968 0.43909 0.7 0.8 -0.3 0.07
N 0.55872 0.07433 -0.54998 -0.7 1.2 0.6 -0.21
N -0.31157 -0.50592 1.39063 1.9 -1.1 -4.5 -0.43
H -0.42914 0.47607 -2.56346 0.5 0.0 -1.9 0.26
H 0.86506 -1.91094 0.18271 1.1 -0.2 -0.3 0.26
H 2.17384 -0.61052 0.90758 -1.3 -0.4 -1.3 0.28
H -1.90130 1.61856 -0.36080 0.3 -0.4 -1.0 0.45
H -0.30371 -0.09530 2.28619 0.8 0.7 1.5 0.37
```
Forces are in eV/Å.

For the energy above the lowest of the compared OMol25 structures with the same formula, charge and spin, the calculation gives 151.42 kcal per mole. The LUMO energy comes out at -0.1881 Eh. As for the orbital gap: 0.3437 Ha. The calculation puts the HOMO energy at -14.5 eV. Its net charge is +1.

=====

Entry 4:
Computed, not measured: the ion C2H5N4O3 with charge +1 at a distorted geometry, with ωB97M-V/def2-TZVPD.

```
14
Properties=species:S:1:pos:R:3:forces:R:3:nbo_charge:R:1
N -1.63124 -0.45482 0.02654 -2.1 -1.3 1.1 -0.70
N -0.34427 -0.56733 -0.41671 0.6 -0.6 -0.2 0.00
O -0.13744 -0.13916 -1.74958 -0.8 0.0 -0.9 -0.35
C 0.98070 0.57334 -2.08258 0.4 1.4 -0.1 0.94
O 1.13911 1.25658 -3.02829 -1.2 -0.9 -0.5 -0.45
O 2.00804 0.54767 -1.21101 0.9 -0.5 0.0 -0.31
N 1.77669 0.32539 0.09211 -0.9 -0.3 2.8 -0.09
C 0.63766 -0.11547 0.43775 0.2 0.0 -1.6 0.41
N 0.14484 -0.13900 1.79175 -0.9 2.2 1.4 -0.73
H -2.11463 -1.37600 0.24127 1.1 1.3 -1.1 0.41
H -2.26918 0.16078 -0.46483 0.4 0.3 -0.3 0.42
H 0.40224 0.79083 2.16152 0.7 -0.6 0.6 0.47
H 0.34022 -0.89210 2.47607 0.3 0.2 -0.7 0.48
H -0.93273 0.02928 1.72598 1.3 -1.1 -0.6 0.49
```
Forces are in eV/Å.

For the energy above the lowest of the compared OMol25 structures with the same formula, charge and spin, the calculation gives 0.00 kcal per mole. As for the SMILES: NN1OC(=O)ON=C1[NH3+]. The LUMO energy comes out at -0.1540 Eh. As for the orbital gap: 0.3659 Ha. The calculation puts the HOMO energy at -14.1 eV. Its net charge is +1.

=====

Entry 5:
Computed, not measured: the ion C2H5N4S with charge -1 at a distorted geometry, with ωB97M-V/def2-TZVPD.

```
12
Properties=species:S:1:pos:R:3:forces:R:3:nbo_charge:R:1
C -0.68725 -1.98486 -0.76708 4.3 -0.2 -1.3 -0.18
N -1.56406 -1.25470 -0.28037 -1.9 -0.7 0.9 -0.25
N -1.51663 -0.12063 0.35434 2.1 1.3 -0.6 -0.17
S -3.01173 0.47962 0.86691 -1.5 0.9 0.8 -0.45
N -0.44092 0.66855 0.46205 0.9 -0.5 -0.3 -0.03
N 0.69649 0.29384 -0.02722 -1.5 1.8 1.1 -0.34
C 1.63958 1.45388 0.29403 -1.2 -1.3 0.2 -0.45
H 0.45642 -1.71430 -0.94769 -2.6 -0.8 0.6 0.18
H -1.09116 -2.95135 -1.01306 0.3 -0.5 -0.6 0.15
H 2.50545 1.18662 -0.27896 0.9 0.2 0.2 0.18
H 1.24724 2.40463 -0.05835 -0.2 0.0 -0.1 0.19
H 1.76657 1.53871 1.39540 0.3 -0.2 -0.7 0.19
```
Forces are in eV/Å.

For the energy above the lowest of the compared OMol25 structures with the same formula, charge and spin, the calculation gives 29.41 kcal per mole. As for the SMILES: C=NN([S-])/N=N/C. The LUMO energy comes out at 0.1468 Eh. As for the orbital gap: 0.2337 Ha. The calculation puts the HOMO energy at -2.4 eV. Its net charge is -1.

=====

Entry 6:
Computed, not measured: an isolated molecule of C2H5N5 at a distorted geometry, with ωB97M-V/def2-TZVPD.

```
12
Properties=species:S:1:pos:R:3:forces:R:3:nbo_charge:R:1
H 1.77593 1.55238 0.36058 -3.3 0.6 -2.2 0.36
N 0.74819 1.77933 -0.10214 5.1 1.8 2.4 -0.78
C 0.05154 0.75822 -0.12582 -0.4 -2.6 -0.1 0.51
N -1.28965 0.75725 -0.11611 -1.7 5.4 1.5 -0.60
C -1.75001 -0.51130 -0.00782 -3.0 0.2 -0.4 0.19
N -0.86089 -1.47153 0.02005 0.3 3.1 -0.6 -0.27
N 0.30287 -0.59463 -0.19993 2.6 -1.3 1.1 -0.16
N 1.66414 -0.96237 -0.06049 -1.2 0.0 0.6 -0.67
H -1.64828 1.82014 0.32406 0.6 -4.6 -1.9 0.46
H -2.87124 -0.40259 -0.18660 1.4 -1.9 0.9 0.21
H 2.05543 -1.12242 0.92085 -1.2 -0.3 -2.1 0.38
H 1.82198 -1.60246 -0.82663 0.8 -0.3 0.8 0.38
```
Forces are in eV/Å.

For the energy above the lowest of the compared OMol25 structures with the same formula, charge and spin, the calculation gives 94.86 kcal per mole. As for the SMILES: [H]/N=c1/[nH]cnn1N. The LUMO energy comes out at 0.0302 Eh. As for the orbital gap: 0.3361 Ha. The calculation puts the HOMO energy at -8.3 eV. Its net charge is 0.

=====

Entry 7:
Computed, not measured: an isolated molecule of C2H5N5 at a distorted geometry, with ωB97M-V/def2-TZVPD.

```
12
Properties=species:S:1:pos:R:3:forces:R:3:nbo_charge:R:1
H 1.27618 -2.89362 0.28831 -3.4 2.2 1.6 0.34
N 0.24494 -2.41508 0.63673 4.0 1.9 -1.9 -0.67
C 0.18284 -1.08764 0.43338 -1.6 -3.2 -0.2 0.46
N -1.13011 -0.58969 0.34143 -3.4 2.6 -3.3 -0.22
N -1.22144 0.50023 -0.46350 2.5 -3.9 4.9 0.04
N 0.09161 0.92401 -0.61024 -3.3 -8.2 -1.1 -0.14
C 0.36827 2.15218 -0.32855 2.4 8.2 0.0 -0.41
N 0.88412 0.02640 0.13353 4.9 0.2 -2.0 -0.46
H 0.58484 2.32182 0.78633 -0.6 0.1 -1.4 0.20
H 1.37299 2.21888 -0.91690 -1.4 1.7 1.2 0.20
H -0.50572 2.85648 -0.73542 2.3 -1.3 0.8 0.25
H 1.88121 -0.01193 -0.31694 -2.4 -0.2 1.3 0.41
```
Forces are in eV/Å.

For the energy above the lowest of the compared OMol25 structures with the same formula, charge and spin, the calculation gives 137.96 kcal per mole. As for the SMILES: [H]/N=c1/nnn(C)[nH]1. The LUMO energy comes out at -0.0080 Eh. As for the orbital gap: 0.3173 Ha. The calculation puts the HOMO energy at -8.9 eV. Its net charge is 0.

=====

Entry 8:
Computed, not measured: an isolated molecule of C2H5N5 at a distorted geometry, with ωB97M-V/def2-TZVPD.

```
12
Properties=species:S:1:pos:R:3:forces:R:3:nbo_charge:R:1
C -2.43115 0.38832 -0.03071 -3.0 2.2 0.6 -0.44
N -1.55733 -0.69772 -0.14838 4.6 -3.1 -0.7 -0.62
C -0.14772 -0.37044 0.07321 0.9 0.4 -0.3 0.43
N 1.07358 -1.14830 0.13553 -0.2 0.3 -2.5 -0.34
N 2.20882 -0.30506 -0.16228 -8.3 0.9 3.4 0.01
N 1.52063 0.86264 0.01456 0.3 0.9 -1.1 -0.18
N 0.13388 0.95496 0.08645 3.3 -2.6 -0.2 -0.31
H -2.50018 1.36780 -0.64792 1.5 -1.9 0.3 0.22
H -3.50529 0.17218 -0.02995 0.2 -1.2 -0.4 0.22
H -2.33709 0.64406 0.98390 0.1 1.6 1.5 0.19
H -1.80251 -1.71181 0.02354 0.1 2.2 -0.4 0.42
H 1.96134 1.75489 -0.06577 0.6 0.3 -0.2 0.39
```
Forces are in eV/Å.

For the energy above the lowest of the compared OMol25 structures with the same formula, charge and spin, the calculation gives 101.23 kcal per mole. As for the SMILES: CNc1nn[nH]n1. The LUMO energy comes out at 0.0210 Eh. As for the orbital gap: 0.3496 Ha. The calculation puts the HOMO energy at -8.9 eV. Its net charge is 0.

=====

Entry 9:
Computed, not measured: an isolated molecule of C2H5N5O at a distorted geometry, with ωB97M-V/def2-TZVPD.

```
13
Properties=species:S:1:pos:R:3:forces:R:3:nbo_charge:R:1
C 0.68333 0.21690 -2.49441 -1.9 2.4 1.1 -0.25
O -0.18446 0.28051 -1.24037 2.2 0.0 -2.8 -0.45
N 0.79520 0.63337 -0.25389 0.7 0.6 -3.2 -0.24
C 0.31330 0.19780 0.78808 -1.4 -0.7 3.6 0.42
N 0.98608 0.23104 2.01462 2.1 0.4 -0.7 -0.19
N 0.34678 -0.27003 2.92820 -3.3 -0.1 0.8 0.06
N -0.90656 -0.65995 2.41446 -2.3 -0.9 1.2 -0.31
N -0.88373 -0.36916 1.07183 -3.5 -0.4 -2.9 -0.47
H 0.08557 -0.00040 -3.34593 -0.9 -1.1 -0.3 0.18
H 0.94298 1.25888 -2.75172 0.5 -0.3 0.7 0.18
H 1.54320 -0.39330 -2.37795 0.5 -0.6 0.3 0.19
H -1.93084 -0.62164 2.85336 3.6 0.2 -0.5 0.42
H -1.79084 -0.50402 0.39371 3.6 0.5 2.5 0.46
```
Forces are in eV/Å.

For the energy above the lowest of the compared OMol25 structures with the same formula, charge and spin, the calculation gives 120.66 kcal per mole. As for the SMILES: CO/N=c1/nn[nH][nH]1. The LUMO energy comes out at 0.0175 Eh. As for the orbital gap: 0.3135 Ha. The calculation puts the HOMO energy at -8.1 eV. Its net charge is 0.

=====

Entry 10:
Computed, not measured: an isolated molecule of C2H5N5O at a distorted geometry, with ωB97M-V/def2-TZVPD.

```
13
Properties=species:S:1:pos:R:3:forces:R:3:nbo_charge:R:1
H 2.81672 -0.81265 -0.55996 -3.0 1.2 1.2 0.38
N 1.95173 -0.17990 -0.29454 9.2 -0.9 -2.2 -0.77
C 0.81898 -0.49487 -0.05358 -1.2 2.5 -0.4 0.49
N 0.12825 -1.56956 0.18637 -3.4 -8.4 -0.5 -0.33
O -1.27280 -1.26958 0.27208 0.6 1.7 -0.7 -0.35
C -1.31411 0.04760 -0.14478 -2.2 5.2 0.8 0.62
N -2.40653 0.76772 -0.38308 1.3 -5.3 2.0 -0.67
H -3.06195 -0.05386 -0.01601 0.3 2.4 -1.4 0.33
N -0.02811 0.61441 0.01558 -2.8 -4.5 -0.9 -0.29
N 0.44085 1.86077 0.23973 2.0 1.0 0.0 -0.62
H 0.00823 -2.64182 -0.31028 1.7 4.4 1.5 0.43
H 1.49581 1.88036 -0.24477 -3.4 -0.3 2.1 0.42
H 0.42294 1.85137 1.29324 1.0 1.1 -1.4 0.36
```
Forces are in eV/Å.

For the energy above the lowest of the compared OMol25 structures with the same formula, charge and spin, the calculation gives 117.20 kcal per mole. As for the SMILES: [H]/N=c1\[nH]o/c(=N\[H])n1N. The LUMO energy comes out at 0.0134 Eh. As for the orbital gap: 0.3401 Ha. The calculation puts the HOMO energy at -8.9 eV. Its net charge is 0.

=====

Entry 11:
Computed, not measured: an isolated molecule of C2H5N5O2 at a distorted geometry, with ωB97M-V/def2-TZVPD.

```
14
Properties=species:S:1:pos:R:3:forces:R:3:nbo_charge:R:1
H 0.88316 -2.57759 -1.26436 0.0 0.9 3.8 0.39
N 1.06407 -2.28622 -0.15726 0.6 -1.4 -2.6 -0.55
C 0.57833 -1.17080 0.07318 -1.6 2.6 -1.8 0.29
C 0.76337 -0.03119 1.08968 -0.5 0.5 3.5 0.60
O 1.01172 -0.00672 2.29978 -0.2 -0.7 -3.6 -0.49
N 0.39863 1.21689 0.37577 -3.1 0.5 2.9 -0.06
N 0.13082 2.31289 1.30329 4.2 1.8 -10.4 -0.63
O -1.09513 0.62713 -0.15233 6.0 -0.9 -0.4 -0.34
N -0.14913 -0.39389 -0.96029 -4.8 -0.3 -0.4 -0.04
N -1.15560 -1.13233 -1.73310 -1.8 1.0 0.8 -0.68
H 0.98055 2.97224 0.84583 -3.3 -1.7 2.9 0.40
H 0.03525 2.14192 2.20449 0.3 -1.4 5.2 0.37
H -2.24147 -1.03940 -1.26505 4.2 -0.2 -1.3 0.38
H -1.20456 -0.63292 -2.65963 0.0 -0.6 1.5 0.37
```
Forces are in eV/Å.

For the energy above the lowest of the compared OMol25 structures with the same formula, charge and spin, the calculation gives 173.88 kcal per mole. As for the SMILES: [H]/N=c1/c(=O)n(N)on1N. The LUMO energy comes out at -0.0233 Eh. As for the orbital gap: 0.3397 Ha. The calculation puts the HOMO energy at -9.9 eV. Its net charge is 0.

=====

Entry 12:
Computed, not measured: an isolated molecule of C2H5NO at a distorted geometry, with ωB97M-V/def2-TZVPD.

```
9
Properties=species:S:1:pos:R:3:forces:R:3:nbo_charge:R:1
C 0.07454 -0.34289 0.05867 -0.7 -0.1 0.3 -0.36
C 1.19423 0.10775 -0.82657 -1.6 0.4 0.0 -0.28
N -0.89977 0.60909 0.79322 0.4 -0.9 2.7 -0.14
O -1.58995 0.19158 1.84667 2.0 0.2 -1.3 -0.36
H -0.80635 -0.73850 -0.51288 1.5 -1.1 -0.1 0.22
H 0.55745 -0.99848 0.79166 -1.0 -0.1 0.0 0.22
H 2.17246 -0.29169 -0.52373 -0.4 0.6 -0.8 0.20
H 0.88087 0.60247 -1.78148 1.1 -0.5 0.9 0.18
H -1.58347 0.86067 0.15446 -1.3 1.5 -1.8 0.33
```
Forces are in eV/Å.

For the energy above the lowest of the compared OMol25 structures with the same formula, charge and spin, the calculation gives 137.64 kcal per mole. The LUMO energy (spin up / spin down) comes out at -0.0224 / 0.0009 Eh. As for the orbital gap (spin up / spin down): 0.3109 / 0.3294 Ha. The calculation puts the HOMO energy (spin up / spin down) at -9.1 / -8.9 eV. Its net charge is 0.